Computed, not measured: a gas-phase ion, C3H10NS (charge +1) in a non-equilibrium geometry, with ωB97M-V/def2-TZVPD.

```
15
Properties=species:S:1:pos:R:3:forces:R:3
C 1.871668 -0.886842 -0.134451 2.44 1.08 -0.70
C 0.051055 0.820447 0.229819 -1.05 -1.19 -0.66
C -1.502549 0.979658 -0.049022 1.02 0.77 0.79
N 0.501642 -0.550768 -0.428491 -2.87 1.06 -0.02
S -2.511603 -0.528975 -0.119885 0.19 -0.69 2.29
H 1.943896 -1.908807 0.158764 0.32 -0.71 0.04
H 2.579775 -0.628828 -1.048234 -1.57 -0.66 1.99
H 2.115214 -0.229650 0.698970 0.71 -0.40 0.02
H 0.228893 0.820237 1.337063 0.06 -0.68 -1.07
H 0.657352 1.629316 -0.190329 -0.23 -0.25 -0.15
H -1.825238 1.599733 0.814041 -0.24 -0.09 -0.98
H -1.674834 1.479668 -1.023132 0.02 -0.13 0.71
H 0.449127 -0.498155 -1.470525 -0.75 0.10 1.05
H -0.313715 -1.218009 -0.079667 1.79 1.03 -1.01
H -2.570680 -0.879030 1.305083 0.16 0.75 -2.28
```
Forces are in eV/Å.

SMILES ... C[NH2+]CCS
Net charge ... +1
ΔE to the lowest compared entry with this formula, charge and spin ... 1.153 eV
E ... -572.9568 a.u.
Orbital gap ... 10.54 eV
LUMO ... -3.351 eV

=====

Computed, not measured: 2 unconnected molecules or ions with the total composition C2H6OS2 in a non-equilibrium geometry, with ωB97M-V/def2-TZVPD.

```
11
Properties=species:S:1:pos:R:3:forces:R:3
S 0.675493 -1.183532 -0.735843 -0.58 -0.17 0.11
S -1.112856 -2.109897 -0.117291 0.50 0.65 -0.14
H 1.176490 -0.853748 0.468024 -0.12 -0.18 -0.02
H -0.796267 -3.348961 -0.483922 0.18 -0.28 0.03
C -0.374020 2.196173 1.561418 -1.38 -0.52 -0.15
C -0.021832 2.657577 0.378085 0.47 -0.64 -0.71
O 1.191454 2.284140 -0.141273 -0.13 -0.08 0.31
H -1.382076 2.495749 1.873075 0.54 -0.39 0.23
H 0.099683 1.287828 1.942739 0.18 0.81 0.49
H -0.736752 3.144621 -0.287417 0.52 0.56 0.25
H 1.351565 2.638692 -1.010386 -0.17 0.24 -0.40
```
Forces are in eV/Å.

SMILES ... C=CO.SS
ΔE to the lowest compared entry with this formula, charge and spin ... 0.829 eV
E ... -951.3616 a.u.
Orbital gap ... 9.37 eV
LUMO ... 0.306 eV

=====

Computed, not measured: 3 unconnected molecules or ions with the total composition C4H10O2 in a non-equilibrium geometry, with ωB97M-V/def2-TZVPD.

```
16
Properties=species:S:1:pos:R:3:forces:R:3
C 0.157588 -0.174850 -0.213547 0.98 0.15 1.16
C 1.769726 -0.954279 1.183084 -0.34 -0.33 -0.48
C -1.228509 2.014221 -0.486850 -0.20 0.74 0.04
C -0.989500 -1.137346 -0.087029 0.33 -0.23 0.13
O 0.266672 0.873216 0.487727 -0.86 -0.27 -1.20
O 0.710054 -0.221205 -1.455540 0.21 -0.04 0.22
H 1.447523 0.409175 -1.462742 -0.23 -0.02 -0.02
H 2.518562 -0.175465 1.242269 -0.12 0.07 -0.08
H 2.031027 -1.813310 0.574499 0.01 -0.03 0.11
H 1.218337 -1.143449 2.094938 0.00 -0.02 -0.07
H -1.729432 -0.944682 -0.866903 0.08 0.14 -0.02
H -0.625161 -2.158189 -0.221884 -0.11 0.08 0.03
H -2.028193 1.846065 0.222302 0.14 0.06 0.03
H -0.648217 2.923220 -0.397030 -0.15 -0.06 0.11
H -1.415014 1.688084 -1.503389 0.18 -0.22 0.08
H -1.455466 -1.031206 0.890093 0.08 -0.01 -0.04
```
Forces are in eV/Å.

ΔE to the lowest compared entry with this formula, charge and spin ... 5.160 eV
E ... -308.7085 a.u.
Orbital gap (spin up / spin down) ... 8.99 / 7.35 eV
LUMO (spin up / spin down) ... 0.820 / 0.061 eV